173
Properties=species:S:1:pos:R:3:forces:R:3:lowdin_charge:R:1 method="wB97M-V/def2-TZVPD" spin_multiplicity=1 homo_energy_ev=-7.95 total_charge=0 relative_energy_kcal_mol=51.7 homo_lumo_gap_ev=8.5 smiles=CC1(C)CCCC(C)(C)N1O.CC1(C)CCCC(C)(C)N1O.CC1(C)CCCC(C)(C)N1O.CC1(C)CCCC(C)(C)N1O.CC1(C)CCCC(C)(C)N1O.COC[C@H](C)N.CO
C -2.572234 -21.977184 10.639362 -0.144 -0.768 -0.906 -0.1503
O -2.875056 -21.154598 11.755686 0.373 0.329 -0.494 -0.1589
H -1.593675 -21.822889 10.132584 -0.479 0.558 0.460 0.0800
H -2.521235 -23.013740 10.980976 -0.226 -0.199 -0.134 0.0642
H -3.371179 -21.910030 9.835783 0.791 0.164 1.201 0.1007
H -2.078605 -21.016811 12.297632 -0.141 -0.237 0.022 0.0515
C -1.255071 -16.827958 14.429857 1.327 0.694 -0.813 -0.0503
C -1.146088 -18.147929 13.709017 -0.990 -2.297 0.847 -0.3554
C -1.188357 -19.319396 14.792388 1.656 1.112 -0.374 -0.1800
O -1.130017 -20.564895 14.132217 0.106 0.781 -1.147 -0.2199
C -1.537710 -21.602008 14.953121 -0.066 -0.980 0.057 -0.1094
N -2.320523 -18.287637 12.841418 1.030 -0.115 -1.348 0.0634
H -0.488125 -16.625559 15.167590 0.355 -0.475 0.321 0.0747
H -2.201481 -16.785657 14.931980 -0.585 0.215 0.169 0.0601
H -1.113548 -16.007107 13.707161 -0.537 -0.216 0.180 0.0887
H -0.286391 -18.329148 13.046040 0.148 0.471 0.515 0.1093
H -2.120893 -19.274630 15.335322 -0.383 0.349 0.276 0.0843
H -0.332920 -19.248978 15.539644 -0.910 0.078 -0.711 0.1250
H -1.940210 -22.406960 14.299985 0.420 0.262 0.553 0.0897
H -2.345577 -21.247734 15.591605 -0.136 -0.270 0.306 0.0734
H -0.676216 -21.935100 15.559385 -0.445 -0.238 -0.019 0.1020
H -3.185455 -18.155811 13.327334 -0.573 0.021 0.533 0.0273
H -2.354672 -19.160588 12.302742 0.054 0.517 0.557 0.0561
C 5.777823 -19.497760 16.020807 0.511 0.365 -0.390 -0.0329
C 4.646736 -20.500716 15.787780 0.336 1.073 -0.570 -0.5217
C 3.438344 -20.204349 16.679880 0.056 0.284 -0.036 -0.1184
C 2.543206 -19.022456 16.220576 0.343 -0.791 0.135 -0.1527
C 2.171967 -19.183811 14.736514 0.704 -0.023 0.721 -0.1243
C 3.411120 -19.391345 13.836283 -0.274 0.843 -1.440 -0.4926
N 4.259115 -20.476139 14.328987 -0.409 -0.226 1.330 -0.0956
O 5.449387 -20.611471 13.524755 -0.901 -0.495 -0.097 -0.0503
C 2.944824 -19.878937 12.433092 -1.409 -0.580 1.431 -0.0270
C 4.081571 -18.006760 13.591717 0.461 -1.240 -0.735 -0.0186
C 5.207102 -21.874552 16.030509 -0.856 -0.543 -0.586 -0.0474
H 6.225664 -19.528268 15.014763 0.658 0.685 0.789 0.0787
H 6.510183 -19.861828 16.761220 -0.313 0.109 -0.258 0.0871
H 5.501733 -18.462770 16.304548 -0.122 -0.590 -0.284 0.0837
H 2.850385 -21.095506 16.912152 -0.243 -0.133 -0.661 0.1168
H 3.837431 -19.966835 17.661071 0.260 0.231 0.234 0.1157
H 2.964189 -18.071816 16.508459 0.576 0.417 -0.326 0.1016
H 1.691832 -19.105471 16.878914 -0.789 0.089 -0.100 0.0776
H 1.597873 -18.365770 14.292552 0.184 0.170 0.326 0.1075
H 1.490333 -20.013083 14.767284 -0.145 -0.870 -0.668 0.0993
H 2.782941 -20.959786 12.588797 0.158 0.288 -0.666 0.0934
H 1.960024 -19.457902 12.235172 -0.179 0.168 -0.089 0.0593
H 3.545665 -19.629638 11.582224 0.770 -0.069 -0.184 0.0712
H 3.424346 -17.354470 13.012982 -0.109 -0.190 -0.040 0.0782
H 4.332861 -17.486733 14.491854 0.426 0.248 0.569 0.0578
H 4.966837 -18.250130 12.964716 -0.276 0.627 0.551 0.0916
H 4.433922 -22.538959 15.665754 -0.244 -0.583 0.195 0.0838
H 5.359140 -22.038117 17.083118 0.353 -0.173 0.379 0.0858
H 6.075038 -22.104038 15.414253 0.294 0.302 0.373 0.0850
H 5.319605 -21.512493 13.175285 0.236 0.613 0.049 0.1168
C -2.727123 -18.996786 18.276932 -0.769 -0.586 0.370 -0.0293
C -2.207509 -17.985908 19.314984 0.277 2.118 -0.304 -0.4723
C -3.180987 -17.646830 20.492789 -0.603 -1.353 -0.945 -0.1255
C -3.240058 -18.843491 21.442322 0.741 -0.517 0.067 -0.1594
C -1.814551 -19.099075 22.023579 -1.005 0.417 -0.038 -0.1261
C -0.799703 -19.308043 20.925278 0.812 0.284 0.331 -0.5802
N -0.904034 -18.230763 19.951001 0.982 0.272 -0.521 -0.0528
O 0.091236 -18.524021 18.914382 -0.610 0.052 0.095 -0.0598
C 0.605844 -19.266061 21.554824 -0.137 0.872 -0.023 -0.0299
C -0.930098 -20.646997 20.313742 -0.748 -2.423 0.727 -0.0528
C -2.000906 -16.655903 18.503891 -0.803 -0.720 1.043 -0.0276
H -3.579348 -19.627302 18.605901 0.539 0.217 0.146 0.0901
H -1.946107 -19.654759 17.905746 0.140 0.029 0.052 0.0693
H -3.114690 -18.435154 17.432433 -0.037 -0.018 -0.200 0.0495
H -2.984922 -16.728757 21.036071 0.708 0.144 -0.080 0.1142
H -4.153666 -17.464683 20.016991 -0.026 -0.203 0.105 0.1208
H -3.474356 -19.754352 20.872421 -0.323 0.276 0.066 0.0960
H -4.015016 -18.729491 22.207738 0.279 0.012 0.025 0.1091
H -1.746986 -20.027946 22.597512 -0.367 0.296 0.366 0.1200
H -1.511334 -18.240566 22.632535 -0.017 -0.156 0.095 0.1216
H 0.764794 -18.266570 21.962239 0.068 0.147 -0.011 0.0840
H 0.669048 -19.943427 22.410012 0.126 -0.230 -0.349 0.0893
H 1.378020 -19.432915 20.791815 -0.172 -0.327 0.435 0.0813
H -0.822964 -21.449250 21.078382 0.498 0.534 -0.239 0.1067
H -1.896284 -20.920994 19.932911 -0.654 0.411 -0.521 0.0684
H -0.211499 -20.800272 19.545460 0.619 -0.184 -0.620 0.0749
H -1.726307 -15.904419 19.233641 0.101 0.458 -0.161 0.0794
H -2.910253 -16.395598 17.952997 0.001 0.108 0.317 0.0822
H -1.236013 -16.793319 17.777791 0.762 -0.066 -0.543 0.0531
H 0.825132 -17.914884 19.069963 -0.389 0.114 0.169 0.1029
C -4.333021 -24.270391 15.590661 -0.482 2.025 -0.494 -0.0191
C -5.338721 -24.519276 14.455956 0.154 -2.182 0.292 -0.5167
C -5.069709 -25.934773 13.896934 -0.280 -0.174 0.273 -0.1260
C -6.149803 -26.355594 12.924676 -0.084 -0.127 0.117 -0.1985
C -7.481497 -26.354930 13.603593 0.053 -0.079 1.963 -0.1471
C -7.842894 -25.030794 14.245375 -0.473 1.243 -0.993 -0.4815
N -6.675222 -24.633042 15.050358 0.321 0.499 -0.198 -0.0856
O -6.881669 -23.308573 15.473224 -1.121 1.079 1.096 -0.0531
C -8.444068 -24.035339 13.126535 1.921 -0.232 0.981 0.0008
C -8.943996 -25.192989 15.275036 0.308 -0.095 0.447 -0.0431
C -5.271338 -23.493271 13.354238 0.193 0.557 0.299 -0.0137
H -3.337876 -24.210223 15.173771 0.404 -0.328 -0.144 0.0668
H -4.363044 -24.956937 16.418723 -0.218 -0.459 0.097 0.0814
H -4.527094 -23.245209 15.967490 0.117 -0.556 0.112 0.0812
H -4.121240 -25.991776 13.358407 0.242 0.089 0.431 0.1240
H -5.114586 -26.682136 14.748588 0.416 0.885 -0.815 0.1436
H -5.940658 -27.365378 12.680768 0.239 -1.145 -0.576 0.1007
H -6.149763 -25.818710 11.986143 0.035 0.377 -0.189 0.1069
H -7.431955 -27.069166 14.451410 0.062 0.073 -0.390 0.1336
H -8.291248 -26.670640 13.009073 -0.940 -0.438 -1.031 0.1075
H -7.775520 -23.878848 12.263477 -0.330 -0.113 0.388 0.0728
H -9.348497 -24.478710 12.804210 -0.926 -0.638 -0.539 0.0574
H -8.725473 -23.075158 13.544218 0.256 0.212 0.181 0.0708
H -9.175752 -24.325975 15.865973 -0.447 1.141 -0.527 0.0708
H -9.845459 -25.594343 14.867262 -0.636 -0.298 -0.241 0.0856
H -8.588297 -25.775287 16.093167 0.343 -1.410 0.315 0.0805
H -5.778760 -22.549385 13.576523 0.005 -0.381 0.095 0.0687
H -5.706001 -23.910866 12.466712 0.038 0.055 -0.583 0.0598
H -4.233673 -23.251135 13.202850 0.497 0.162 -0.457 0.0744
H -7.515370 -23.401506 16.198111 0.332 0.244 -0.007 0.0994
C -4.157939 -15.527580 13.466986 -0.462 -0.755 -0.249 -0.0174
C -5.291751 -16.629523 13.344878 0.715 -0.898 -0.781 -0.4316
C -5.387888 -17.231676 11.840467 1.186 1.277 0.986 -0.1095
C -6.314165 -18.439245 11.644903 1.331 0.911 -0.172 -0.1653
C -5.709654 -19.460098 12.577288 -1.084 -0.612 0.095 -0.1383
C -5.730749 -19.004011 14.055379 1.601 -1.505 1.034 -0.4646
N -4.933452 -17.786054 14.232296 -0.018 1.401 -2.615 -0.1690
O -4.846888 -17.326911 15.519822 -1.580 0.617 1.632 -0.0459
C -7.089715 -18.991433 14.737638 -0.253 0.580 -0.627 -0.0147
C -4.821343 -20.061995 14.825996 1.320 1.766 0.071 -0.0069
C -6.565742 -15.891552 13.688767 0.334 1.926 0.271 -0.0548
H -4.057827 -15.113958 14.481187 -0.212 -0.469 -0.115 0.0862
H -4.409018 -14.661077 12.848856 0.082 -0.280 -0.272 0.0857
H -3.194769 -15.946816 13.176859 -0.262 0.265 -0.186 0.0352
H -5.700688 -16.362718 11.267204 0.079 0.044 -0.439 0.1036
H -4.323271 -17.507842 11.546844 -1.333 0.377 0.199 0.1095
H -6.263885 -18.734426 10.571514 -0.121 0.002 0.751 0.1236
H -7.339391 -18.195245 11.895105 -0.301 0.009 0.049 0.1016
H -4.719820 -19.758091 12.205723 -0.111 0.244 0.459 0.0999
H -6.319655 -20.364620 12.537382 0.053 -0.280 0.156 0.1168
H -6.927341 -18.591873 15.743327 -0.429 -0.458 0.034 0.0859
H -7.929116 -18.465491 14.259965 0.555 0.359 -0.084 0.0786
H -7.419823 -20.007516 14.705514 -0.217 -0.837 0.710 0.0739
H -5.094094 -21.087254 14.760294 -0.662 -0.729 -0.191 0.0369
H -3.815807 -19.944448 14.317873 -1.052 -0.368 0.717 0.0735
H -4.682170 -19.808897 15.920538 -0.291 -0.103 -1.195 0.0958
H -7.532161 -16.299245 13.576185 -0.889 -1.164 -0.136 0.0587
H -6.552290 -15.040469 13.005690 -0.176 0.062 -0.172 0.0866
H -6.546297 -15.349723 14.652549 0.157 -0.513 -0.016 0.0927
H -5.733301 -16.887797 15.708053 1.348 -0.579 0.027 0.1133
C -3.087491 -14.874262 8.930550 -0.586 -2.030 -0.395 -0.0149
C -2.166704 -16.113979 8.625279 -0.329 0.767 -0.003 -0.4767
C -1.490967 -15.898172 7.277944 -0.842 -0.559 -0.458 -0.1590
C -0.561643 -17.056658 7.007382 1.054 0.399 -0.191 -0.1852
C 0.548272 -16.957541 8.043852 0.006 0.391 -0.327 -0.1460
C -0.016814 -17.094446 9.449002 0.850 -0.088 0.656 -0.5116
N -1.090012 -16.139562 9.624720 -0.590 0.744 -0.987 -0.1180
O -1.636364 -16.135276 10.903783 0.025 -0.483 0.694 -0.0305
C -0.331985 -18.584320 9.724231 -1.001 0.382 0.788 -0.0207
C 1.090948 -16.659082 10.422892 -0.380 -0.696 1.273 -0.0275
C -3.053092 -17.384828 8.625342 -1.174 1.561 0.553 -0.0116
H -2.491729 -14.117115 9.334670 0.761 1.361 0.630 0.0621
H -3.827091 -15.227340 9.648176 0.117 0.463 0.383 0.0533
H -3.683625 -14.507266 8.081759 0.525 -0.277 -0.122 0.0912
H -2.234933 -15.923354 6.489553 -0.572 0.172 -0.054 0.1141
H -1.045835 -14.897195 7.208886 0.336 -0.372 0.225 0.1310
H -0.082709 -16.914405 6.045164 -0.101 -0.208 -0.463 0.1070
H -1.099656 -18.026962 6.996843 0.356 0.539 0.119 0.1167
H 1.016485 -15.941260 7.918603 -0.291 -0.922 0.231 0.1415
H 1.322229 -17.721225 7.903143 -0.058 0.156 0.036 0.1206
H -1.132753 -19.061946 9.178817 -0.121 0.220 -0.495 0.0634
H 0.514511 -19.185081 9.580346 1.569 -0.684 -0.477 0.0670
H -0.563005 -18.775121 10.769845 -0.225 0.326 0.343 0.0596
H 1.136671 -15.582622 10.560262 0.076 0.168 -0.556 0.0886
H 0.852373 -17.016235 11.455925 0.359 -0.040 -0.726 0.0711
H 2.044043 -17.070596 10.085239 0.067 0.069 0.249 0.0834
H -3.165711 -17.742030 7.621834 -0.016 -0.697 -0.396 0.0741
H -4.028028 -16.977472 8.936149 -0.033 -0.728 -0.239 0.0667
H -2.819363 -18.143084 9.360439 0.246 -0.162 -0.156 0.0608
H -1.911304 -17.044785 11.159976 -0.031 0.215 0.172 0.0547